The following is a quantum chemistry calculation of the molecule C20H20O6, from OMol25.

Calculated values
Lowest unoccupied orbital energy, hartree: -0.00595
Total energy, eV: -33347.0701
E_HOMO, eV: -8.043
SMILES string: COc1cc(/C=C/C(=O)c2ccc3c(c2)OCCO3)cc(OC)c1OC
HOMO-LUMO gap, eV: 7.9

Structure (ORCA input):
```
! RIJCOSX wB97M-V def2-TZVPD def2/J DEFGRID3
* xyz 0 1
C -0.746 0.417 -5.891
H -0.130 1.170 -6.384
O -0.630 0.480 -4.486
C 0.545 0.241 -3.844
C 0.411 0.175 -2.460
C 1.499 -0.055 -1.630
C 2.759 -0.205 -2.216
C 2.924 -0.126 -3.587
C 1.811 0.081 -4.431
O 1.926 0.188 -5.795
C 2.775 -0.709 -6.485
H 2.733 -1.712 -6.053
H 2.397 -0.738 -7.508
H 3.809 -0.362 -6.489
O 4.142 -0.220 -4.203
C 5.285 -0.433 -3.411
H 6.118 -0.476 -4.111
H 5.226 -1.377 -2.862
H 5.447 0.391 -2.709
H 3.609 -0.368 -1.574
C 1.392 -0.144 -0.191
C 0.283 -0.031 0.557
C 0.359 -0.172 2.017
O 1.380 -0.523 2.585
C -0.886 0.108 2.779
C -1.054 -0.529 4.005
C -2.186 -0.312 4.772
C -3.178 0.559 4.305
C -2.987 1.233 3.104
C -1.856 1.011 2.346
H -1.721 1.564 1.429
H -3.750 1.924 2.783
O -4.340 0.778 4.995
C -4.571 -0.162 6.022
C -3.287 -0.402 6.815
H -3.448 -1.118 7.622
O -2.297 -0.955 5.978
H -2.936 0.552 7.232
H -5.357 0.256 6.652
H -4.911 -1.112 5.588
H -0.293 -1.202 4.367
H -0.688 0.132 0.119
H 2.319 -0.320 0.343
H -0.582 0.300 -2.062
H -0.486 -0.573 -6.273
H -1.799 0.614 -6.092
*
```

Charge distribution, natural (NBO) scheme, values in e: number 1, C, carries -0.238; number 2, H, carries 0.190; number 3, O, carries -0.496; number 4, C, carries 0.275; number 5, C, carries -0.239; number 6, C, carries -0.072; number 7, C, carries -0.286; number 8, C, carries 0.254; number 9, C, carries 0.239; number 10, O, carries -0.529; number 11, C, carries -0.242; number 12, H, carries 0.177; number 13, H, carries 0.185; number 14, H, carries 0.193; number 15, O, carries -0.507; number 16, C, carries -0.250; number 17, H, carries 0.200; number 18, H, carries 0.179; number 19, H, carries 0.181; number 20, H, carries 0.219; number 21, C, carries -0.078; number 22, C, carries -0.323; number 23, C, carries 0.535; number 24, O, carries -0.559; number 25, C, carries -0.167; number 26, C, carries -0.180; number 27, C, carries 0.195; number 28, C, carries 0.305; number 29, C, carries -0.272; number 30, C, carries -0.181; number 31, H, carries 0.217; number 32, H, carries 0.226; number 33, O, carries -0.495; number 34, C, carries -0.098; number 35, C, carries -0.097; number 36, H, carries 0.203; number 37, O, carries -0.479; number 38, H, carries 0.180; number 39, H, carries 0.202; number 40, H, carries 0.180; number 41, H, carries 0.245; number 42, H, carries 0.204; number 43, H, carries 0.221; number 44, H, carries 0.221; number 45, H, carries 0.174; number 46, H, carries 0.187

The following is a quantum chemistry calculation of a 2-piece molecular cluster, C20H21 overall, from OMol25.

Calculated values
Lowest unoccupied orbital energy, hartree: -0.21337
Total energy, eV: -21072.7508
E_HOMO, eV: -11.104
HOMO-LUMO gap, eV: 5.3

Structure (ORCA input):
```
! RIJCOSX wB97M-V def2-TZVPD def2/J DEFGRID3
* xyz 1 1
H -0.395 -0.008 1.557
C -1.290 0.122 2.180
C -2.503 0.133 1.303
C -3.508 -0.715 1.451
C -3.534 -1.777 2.507
C -2.320 -1.788 3.383
C -1.315 -0.940 3.236
H -1.180 1.104 2.658
H -2.553 0.872 0.519
H -4.354 -0.646 0.783
H -4.429 -1.647 3.130
H -3.643 -2.760 2.029
H -2.270 -2.527 4.170
H -0.472 -1.007 3.907
C 1.863 5.141 -1.962
C 1.833 3.701 -1.597
C 2.672 3.220 -0.601
C 2.653 1.896 -0.244
C 1.785 0.976 -0.875
C 1.808 -0.366 -0.413
C 1.104 -1.545 -0.779
C 1.439 -2.737 -0.095
C 0.798 -3.921 -0.363
C -0.193 -3.981 -1.323
C -0.540 -2.837 -2.017
C 0.088 -1.644 -1.754
C 0.968 1.481 -1.909
C 0.987 2.812 -2.247
H 1.148 5.359 -2.757
H 1.615 5.765 -1.103
H 2.855 5.431 -2.311
H 3.340 3.909 -0.113
H 3.317 1.549 0.528
H 2.499 -0.524 0.399
H 2.218 -2.714 0.646
H 1.066 -4.813 0.176
H -0.700 -4.911 -1.521
H -1.307 -2.886 -2.772
H -0.229 -0.785 -2.306
H 0.336 0.831 -2.475
H 0.341 3.181 -3.027
*
```

Charge distribution, natural (NBO) scheme, values in e: number 1, H, carries 0.187; number 2, C, carries -0.471; number 3, C, carries -0.197; number 4, C, carries -0.164; number 5, C, carries -0.487; number 6, C, carries -0.165; number 7, C, carries -0.195; number 8, H, carries 0.222; number 9, H, carries 0.199; number 10, H, carries 0.209; number 11, H, carries 0.230; number 12, H, carries 0.220; number 13, H, carries 0.211; number 14, H, carries 0.205; number 15, C, carries -0.657; number 16, C, carries 0.135; number 17, C, carries -0.238; number 18, C, carries -0.060; number 19, C, carries -0.221; number 20, C, carries 0.143; number 21, C, carries -0.112; number 22, C, carries -0.093; number 23, C, carries -0.229; number 24, C, carries -0.082; number 25, C, carries -0.217; number 26, C, carries -0.109; number 27, C, carries -0.023; number 28, C, carries -0.246; number 29, H, carries 0.232; number 30, H, carries 0.251; number 31, H, carries 0.251; number 32, H, carries 0.237; number 33, H, carries 0.226; number 34, H, carries 0.216; number 35, H, carries 0.224; number 36, H, carries 0.241; number 37, H, carries 0.238; number 38, H, carries 0.239; number 39, H, carries 0.209; number 40, H, carries 0.203; number 41, H, carries 0.235

The following is a quantum chemistry calculation of C20H21BeClN2O2 as an isolated structure at a distorted geometry, from OMol25.

Calculated values
Lowest unoccupied orbital energy, hartree: -0.03055
Total energy, eV: -41082.8440
E_HOMO, eV: -7.816
HOMO-LUMO gap, eV: 7.0

Structure (ORCA input):
```
! RIJCOSX wB97M-V def2-TZVPD def2/J DEFGRID3
* xyz 0 1
C -0.059 4.063 0.697
C -0.579 4.479 -0.694
H -0.873 4.022 1.426
H 0.620 4.855 1.048
H 0.499 3.129 0.726
H -1.405 3.879 -1.065
H -0.958 5.509 -0.639
H 0.227 4.494 -1.431
C -1.272 -0.703 2.203
C -1.821 -1.641 3.085
C -2.596 -2.688 2.565
C -2.794 -2.762 1.186
H -0.662 0.143 2.539
H -1.636 -1.528 4.156
H -3.031 -3.440 3.220
H -3.384 -3.547 0.715
N -1.452 -0.779 0.873
C -2.192 -1.805 0.362
C -2.237 -1.782 -1.094
N -1.474 -0.789 -1.618
C -1.410 -0.653 -2.953
C -2.939 -2.490 -3.293
C -2.135 -1.476 -3.826
H -0.769 0.157 -3.314
H -2.054 -1.294 -4.898
C -2.984 -2.655 -1.905
H -3.570 -3.428 -1.416
H -3.520 -3.145 -3.942
Be -0.723 0.283 -0.332
C -1.461 1.757 -0.526
H -2.421 1.719 -1.046
H -0.703 2.221 -1.168
H -1.558 2.261 0.437
Cl 7.247 -1.485 0.763
C 5.591 -1.032 0.759
C 5.059 -0.338 1.857
C 3.729 0.069 1.813
C 2.933 -0.193 0.693
C 3.458 -0.938 -0.365
C 4.791 -1.342 -0.355
C 1.540 0.366 0.635
O 1.152 1.132 1.539
O 0.827 -0.009 -0.396
H 5.673 -0.126 2.724
H 3.303 0.610 2.652
H 2.817 -1.187 -1.205
H 5.208 -1.892 -1.191
*
```

Charge distribution, natural (NBO) scheme, values in e: number 1, C, carries -0.619; number 2, C, carries -0.617; number 3, H, carries 0.193; number 4, H, carries 0.193; number 5, H, carries 0.236; number 6, H, carries 0.227; number 7, H, carries 0.187; number 8, H, carries 0.192; number 9, C, carries 0.084; number 10, C, carries -0.245; number 11, C, carries -0.149; number 12, C, carries -0.221; number 13, H, carries 0.259; number 14, H, carries 0.235; number 15, H, carries 0.228; number 16, H, carries 0.221; number 17, N, carries -0.562; number 18, C, carries 0.143; number 19, C, carries 0.251; number 20, N, carries -0.553; number 21, C, carries 0.075; number 22, C, carries -0.157; number 23, C, carries -0.244; number 24, H, carries 0.226; number 25, H, carries 0.233; number 26, C, carries -0.236; number 27, H, carries 0.221; number 28, H, carries 0.229; number 29, Be, carries 1.637; number 30, C, carries -1.409; number 31, H, carries 0.193; number 32, H, carries 0.210; number 33, H, carries 0.217; number 34, Cl, carries 0.009; number 35, C, carries -0.027; number 36, C, carries -0.247; number 37, C, carries -0.156; number 38, C, carries -0.182; number 39, C, carries -0.111; number 40, C, carries -0.266; number 41, C, carries 0.787; number 42, O, carries -0.689; number 43, O, carries -0.917; number 44, H, carries 0.226; number 45, H, carries 0.241; number 46, H, carries 0.227; number 47, H, carries 0.224

The following is a quantum chemistry calculation of C20H21BeN3OS2Sb as an isolated structure at a distorted geometry, from OMol25.

Calculated values
Lowest unoccupied orbital energy, hartree: -0.12764
Total energy, eV: -56202.9888
E_HOMO, eV: -10.527
HOMO-LUMO gap, eV: 7.1

Structure (ORCA input):
```
! RIJCOSX wB97M-V def2-TZVPD def2/J DEFGRID3
* xyz 1 1
Be 0.329 0.486 0.015
C 3.231 1.580 0.973
C 3.062 0.958 -0.368
C 4.204 0.820 -1.131
C 4.128 0.201 -2.386
C 2.857 -0.107 -2.915
C 1.753 0.182 -2.172
N 1.822 0.657 -0.891
Sb -0.105 0.291 -3.319
C -0.705 -1.575 -2.265
C -0.993 -2.650 -3.041
C -1.166 -3.927 -2.419
C -1.051 -3.937 -1.046
C -0.853 -2.739 -0.327
C -0.933 -2.890 1.128
N -0.689 -1.534 -0.905
C -0.949 1.711 -1.909
C -1.836 2.513 -2.551
C -2.619 3.361 -1.756
C -2.424 3.380 -0.380
C -1.476 2.502 0.210
C -1.398 2.349 1.716
N -0.788 1.599 -0.583
H 4.113 2.273 0.860
H 3.418 0.910 1.776
H 2.389 2.220 1.176
H 5.134 1.222 -0.815
H 4.991 -0.047 -2.943
H 2.778 -0.612 -3.903
H -1.081 -2.484 -4.110
H -1.331 -4.776 -3.061
H -1.202 -4.858 -0.486
H -0.427 -3.840 1.464
H -1.949 -2.974 1.491
H -0.475 -2.023 1.567
H -1.919 2.506 -3.678
H -3.348 4.103 -2.233
H -3.103 3.902 0.319
H -1.920 3.153 2.209
H -0.295 2.290 1.950
H -1.739 1.346 2.010
C -1.869 -1.091 4.602
O -1.071 -0.889 3.344
C 0.086 -0.227 3.402
S 0.668 0.310 4.905
S 0.807 -0.096 1.827
H -2.864 -1.364 4.283
H -1.850 -0.229 5.268
H -1.343 -1.953 5.100
*
```

Charge distribution, natural (NBO) scheme, values in e: number 1, Be, carries 1.591; number 2, C, carries -0.649; number 3, C, carries 0.285; number 4, C, carries -0.243; number 5, C, carries -0.083; number 6, C, carries -0.301; number 7, C, carries -0.051; number 8, N, carries -0.739; number 9, Sb, carries 1.080; number 10, C, carries -0.057; number 11, C, carries -0.295; number 12, C, carries -0.123; number 13, C, carries -0.241; number 14, C, carries 0.265; number 15, C, carries -0.666; number 16, N, carries -0.560; number 17, C, carries -0.066; number 18, C, carries -0.288; number 19, C, carries -0.103; number 20, C, carries -0.251; number 21, C, carries 0.299; number 22, C, carries -0.675; number 23, N, carries -0.736; number 24, H, carries 0.228; number 25, H, carries 0.269; number 26, H, carries 0.231; number 27, H, carries 0.239; number 28, H, carries 0.233; number 29, H, carries 0.241; number 30, H, carries 0.227; number 31, H, carries 0.236; number 32, H, carries 0.234; number 33, H, carries 0.231; number 34, H, carries 0.238; number 35, H, carries 0.249; number 36, H, carries 0.246; number 37, H, carries 0.249; number 38, H, carries 0.247; number 39, H, carries 0.242; number 40, H, carries 0.255; number 41, H, carries 0.256; number 42, C, carries -0.269; number 43, O, carries -0.539; number 44, C, carries 0.077; number 45, S, carries -0.112; number 46, S, carries -0.537; number 47, H, carries 0.201; number 48, H, carries 0.224; number 49, H, carries 0.212

The following is a quantum chemistry calculation of C20H21BiBrN2S3 as an isolated structure at a distorted geometry, from OMol25.

Calculated values
Lowest unoccupied orbital energy, hartree: -0.12792
Total energy, eV: -132434.9332
E_HOMO, eV: -9.808
HOMO-LUMO gap, eV: 6.3

Structure (ORCA input):
```
! RIJCOSX wB97M-V def2-TZVPD def2/J DEFGRID3
* xyz 1 1
Bi 0.000 0.000 0.000
C -1.820 0.342 2.615
C -2.419 1.504 1.814
S -2.072 1.440 0.026
C -1.746 3.200 -0.304
C -0.428 3.657 0.309
S 0.830 2.381 0.026
C 1.561 2.230 1.697
C 0.656 1.712 2.823
S -0.013 0.040 2.529
H -2.070 0.482 3.673
H -2.306 -0.592 2.311
H -3.509 1.471 1.924
H -2.110 2.461 2.239
H -1.708 3.324 -1.393
H -2.579 3.813 0.055
H -0.102 4.590 -0.162
H -0.548 3.868 1.374
H 2.430 1.570 1.602
H 1.955 3.214 1.976
H 1.265 1.639 3.732
H -0.133 2.427 3.061
Br 6.850 -0.039 0.064
C 4.960 -0.023 0.038
C 4.251 -0.649 1.056
C 2.870 -0.609 0.991
N 2.182 0.000 0.000
C 2.907 0.597 -0.972
C 4.290 0.613 -0.998
H 4.748 -1.152 1.876
H 2.259 -1.079 1.756
H 2.325 1.077 -1.753
H 4.818 1.108 -1.804
N -8.196 -6.064 -0.816
C -7.269 -5.375 -0.698
C -6.124 -4.524 -0.552
C -5.739 -4.074 0.716
C -4.623 -3.244 0.858
C -3.884 -2.858 -0.267
C -4.270 -3.308 -1.535
C -5.387 -4.138 -1.677
C -2.738 -2.006 -0.121
C -1.786 -1.298 0.000
H -6.304 -4.366 1.600
H -4.335 -2.902 1.851
H -3.706 -3.017 -2.420
H -5.676 -4.481 -2.670
H 0.577 -1.775 0.000
*
```

Charge distribution, natural (NBO) scheme, values in e: number 1, Bi, carries 1.085; number 2, C, carries -0.544; number 3, C, carries -0.553; number 4, S, carries 0.321; number 5, C, carries -0.558; number 6, C, carries -0.544; number 7, S, carries 0.262; number 8, C, carries -0.541; number 9, C, carries -0.561; number 10, S, carries 0.404; number 11, H, carries 0.257; number 12, H, carries 0.297; number 13, H, carries 0.266; number 14, H, carries 0.223; number 15, H, carries 0.251; number 16, H, carries 0.251; number 17, H, carries 0.252; number 18, H, carries 0.222; number 19, H, carries 0.253; number 20, H, carries 0.258; number 21, H, carries 0.265; number 22, H, carries 0.241; number 23, Br, carries 0.151; number 24, C, carries -0.016; number 25, C, carries -0.269; number 26, C, carries 0.062; number 27, N, carries -0.590; number 28, C, carries 0.068; number 29, C, carries -0.273; number 30, H, carries 0.257; number 31, H, carries 0.223; number 32, H, carries 0.226; number 33, H, carries 0.259; number 34, N, carries -0.279; number 35, C, carries 0.249; number 36, C, carries -0.114; number 37, C, carries -0.161; number 38, C, carries -0.193; number 39, C, carries -0.101; number 40, C, carries -0.182; number 41, C, carries -0.168; number 42, C, carries -0.079; number 43, C, carries -0.484; number 44, H, carries 0.232; number 45, H, carries 0.216; number 46, H, carries 0.230; number 47, H, carries 0.236; number 48, H, carries -0.306